No. 1
{
  "formula": "C3H10Ag2FO3",
  "method": "wB97M-V/def2-TZVPD",
  "symbols": ["Ag", "Ag", "F", "C", "O", "H", "H", "H", "H", "C", "C", "O", "O", "H", "H", "H", "H", "H", "H"],
  "positions_angstrom": [[1.9283, 0.2192, -1.1512], [-0.7622, 0.5622, -2.5989], [0.1575, 0.1207, -1.1847], [0.6238, 2.2841, 0.5694], [-0.2576, 1.1823, 0.3150], [0.1276, 3.1443, 0.1199], [0.7928, 2.3891, 1.6411], [1.5783, 2.2090, 0.0485], [-0.0127, 0.5642, -0.3775], [0.0206, -2.0784, 0.3933], [-1.0272, -1.0231, 0.7244], [-1.7278, -0.5038, -0.3768], [1.0439, -1.4702, -0.2906], [-0.3412, -2.9615, -0.1334], [0.4838, -2.3513, 1.3415], [-0.5741, -0.1509, 1.1959], [-1.6976, -1.3589, 1.5155], [-1.0843, 0.0615, -0.8105], [0.7279, -0.8385, -0.9408]],
  "e_lumo_ev": -6.13,
  "orbital_gap_ev": 6.551,
  "spin_multiplicity": 1,
  "charge": 1
}

=====

No. 2
{
  "formula": "C3H10CdFNO2P",
  "method": "wB97M-V/def2-TZVPD",
  "symbols": ["C", "C", "F", "P", "C", "O", "N", "O", "H", "H", "H", "H", "H", "H", "H", "H", "H", "H", "Cd"],
  "positions_angstrom": [[2.6345, -0.4234, -0.3195], [1.8158, -0.1114, 0.8876], [1.7312, -1.1160, 1.7531], [-0.1927, 0.2538, 0.2871], [-2.2354, 0.6619, 0.0314], [-0.5029, -1.4729, 0.2529], [-1.3093, -2.0010, -0.8212], [-0.7020, -2.0877, -1.8106], [3.0837, 0.4936, -0.7097], [3.4234, -1.1084, 0.0189], [2.0745, -0.9290, -1.1116], [1.9794, 0.8310, 1.4170], [-0.5476, 0.1570, 1.6659], [0.0572, 1.6611, 0.3385], [0.0219, 0.1900, -1.1158], [-2.3631, 0.4487, -1.0322], [-2.2824, 1.7014, 0.3241], [-2.7885, -0.0282, 0.6708], [-3.8976, 2.8795, -0.7265]],
  "e_lumo_ev": -7.79,
  "orbital_gap_ev": 4.372,
  "spin_multiplicity": 1,
  "charge": 1
}

=====

No. 3
{
  "formula": "C3H10FN",
  "method": "wB97M-V/def2-TZVPD",
  "symbols": ["C", "C", "N", "H", "H", "H", "H", "H", "H", "H", "C", "F", "H", "H", "H"],
  "positions_angstrom": [[-1.9489, -4.0984, -1.3354], [-0.9910, -3.5118, -0.3102], [-0.7831, -2.0847, -0.5862], [-2.9063, -3.5511, -1.3132], [-2.1467, -5.1621, -1.1203], [-1.5211, -4.0181, -2.3488], [-1.4376, -3.5903, 0.6996], [-0.0521, -4.0982, -0.3096], [-0.1358, -1.6796, 0.0991], [-0.3342, -1.9735, -1.5020], [-2.0723, -1.5578, -2.7616], [-0.7840, -2.0427, -2.8759], [-2.3423, -1.4340, -1.6994], [-2.7875, -2.2566, -3.2273], [-2.1593, -0.5793, -3.2631]],
  "smiles": "CCN.CF",
  "e_lumo_ev": 1.24,
  "orbital_gap_ev": 9.997,
  "spin_multiplicity": 1,
  "charge": 0
}

=====

No. 4
{
  "formula": "C3H10FN2",
  "method": "wB97M-V/def2-TZVPD",
  "symbols": ["C", "C", "C", "N", "N", "F", "H", "H", "H", "H", "H", "H", "H", "H", "H", "H"],
  "positions_angstrom": [[-0.4640, 1.7884, 0.1979], [-0.1949, -1.4741, -0.2201], [0.8302, -0.4130, 0.0586], [1.6587, 0.1435, -0.8253], [-1.3390, -1.1994, 0.5907], [1.0859, -0.1707, 1.2703], [-0.2579, 1.3581, 1.1814], [0.4220, 2.1496, -0.4326], [-1.0952, 1.2191, -0.4688], [0.2227, -2.3934, 0.2025], [-0.3558, -1.3533, -1.3415], [2.5270, 0.7045, -0.7006], [1.3418, -0.0301, -1.8129], [-1.2077, -1.1132, 1.5563], [-2.0861, -1.8522, 0.3740], [-1.0875, 2.6362, 0.3702]],
  "e_lumo_ev": -4.87,
  "orbital_gap_ev": 9.216,
  "e_above_lowest_kj_mol": 165.5,
  "spin_multiplicity": 1,
  "charge": 1
}

=====

No. 5
{
  "formula": "C3H10INOP",
  "method": "wB97M-V/def2-TZVPD",
  "symbols": ["C", "C", "C", "N", "O", "P", "I", "H", "H", "H", "H", "H", "H", "H", "H", "H", "H"],
  "positions_angstrom": [[-1.4558, -0.5581, -1.4946], [0.9035, -0.8116, 2.4195], [-1.2035, 0.6558, -0.6970], [-0.7548, 1.7403, -1.2823], [2.0846, 0.7198, 0.6938], [0.8599, -0.3219, 0.6592], [1.7718, -2.2775, -0.5064], [-2.1928, -0.3188, -2.2685], [-0.5627, -0.9056, -2.0192], [-1.8460, -1.3722, -0.8893], [1.9326, -1.0346, 2.7050], [0.5400, 0.0183, 3.0263], [0.2669, -1.6804, 2.5775], [-1.7008, 0.7808, 0.2547], [2.4678, 1.0306, -0.1337], [-0.7212, 2.6385, -0.8178], [-0.3895, 1.6966, -2.2272]],
  "e_lumo_ev": -4.16,
  "orbital_gap_ev": 8.584,
  "e_above_lowest_kj_mol": 6.5,
  "spin_multiplicity": 1,
  "charge": 1
}

=====

No. 6
{
  "formula": "C3H10N",
  "method": "wB97M-V/def2-TZVPD",
  "symbols": ["C", "C", "N", "H", "H", "H", "H", "H", "H", "C", "H", "H", "H", "H"],
  "positions_angstrom": [[-0.5173, -0.5716, -1.3389], [0.7696, -0.1295, -1.4836], [-1.0955, -0.5956, 0.0353], [-1.2350, -0.7727, -2.1113], [1.0601, 0.2592, -2.4552], [1.4969, -0.1084, -0.6898], [-0.3460, -0.3424, 0.6919], [-1.8789, 0.1049, 0.1787], [-1.4487, -1.5122, 0.2816], [0.8446, 1.0529, 2.0409], [0.0568, 0.4278, 2.4636], [1.6955, 0.4316, 1.7616], [1.1632, 1.7845, 2.7785], [0.5232, 1.5959, 1.1508]],
  "e_lumo_ev": [0.87, 0.62],
  "orbital_gap_ev": [4.618, 9.202],
  "e_above_lowest_kj_mol": 218.1,
  "spin_multiplicity": 2,
  "charge": 0
}

=====

Number 1: energy -738.97914 hartree. Number 2: energy -933.90023 hartree. Number 3: energy -274.85744 hartree. Number 4: energy -329.36433 hartree. Number 5: energy -889.13075 hartree. Number 6: energy -174.89225 hartree.